DFT (wB97M-V/def2-TZVPD) results for a structure of composition C16H23BBr2F4N2O2 at a distorted geometry.

Structure (XYZ):
```
50
Properties=species:S:1:pos:R:3:forces:R:3
C -2.236337 -4.371861 1.213089 -0.5246 0.6686 0.2241
C -1.952609 -2.941580 0.402524 0.9005 -2.1785 0.2757
Br -3.721314 -2.022462 0.208096 1.1588 -0.9081 -0.4768
C -0.831009 -2.053390 1.269135 -0.0571 -1.3272 -0.6210
Br -1.774273 -0.520207 2.159440 1.5743 -0.6401 -0.3142
C 0.321417 -1.618115 0.188729 -2.2308 -0.9231 -0.8112
C -0.424229 -0.666282 -0.966885 0.4792 -0.1037 -1.0529
C 0.605699 0.622236 -1.244915 -0.7023 -0.6896 0.0186
C 0.070330 2.091139 -0.677817 -0.3768 0.9843 0.5315
C -1.187035 2.789114 -1.508429 2.4899 2.9452 4.8396
C -1.575272 4.276217 -0.846808 3.2233 -3.4704 0.9619
C -0.677906 4.731154 0.433630 -0.2243 -1.3887 -1.1479
N 0.420842 4.037663 1.164572 -2.4876 -2.3233 -4.4721
C 0.819310 2.704382 0.628058 -3.5196 1.8765 -2.4125
C 1.948782 -0.046963 -0.589228 1.5545 -0.4841 -3.5910
C 3.382544 0.740052 -0.625678 0.2989 -0.1315 -0.5622
N 1.523798 -0.786441 0.683510 -1.5454 1.2949 -0.0978
C 2.610248 -1.491300 1.469181 1.1292 -1.1962 1.5784
C 2.112073 -2.013868 2.970987 1.2361 0.7772 -0.0158
C 1.337676 -0.847016 3.840996 -5.5855 -0.5598 5.5097
O 0.444096 -1.192659 4.805435 6.0974 1.8007 -6.6629
O 1.558346 0.616701 3.685692 -0.9431 -3.2033 -1.3628
H -1.391484 -5.168866 1.046023 -1.3801 1.7754 0.4069
H -2.334423 -4.056157 2.358335 0.1105 -1.0549 -2.4352
H -3.242780 -4.869494 0.831568 2.1534 1.2513 0.8810
H -1.512157 -3.280033 -0.653830 -1.1484 1.2920 2.1567
H -0.469104 -2.768760 2.124742 -0.5534 1.6363 -1.6594
H 0.717191 -2.625893 -0.310822 -0.6013 2.2790 1.1816
H -0.487405 -1.320549 -1.947435 0.2597 1.3789 1.9516
H -1.527287 -0.327206 -0.773878 2.2737 -0.7044 0.2105
H 0.713626 0.639156 -2.432179 0.0585 0.3080 2.7427
H -1.733263 2.316406 -2.427947 1.0665 0.9083 1.6544
H -2.454894 4.932098 -1.309501 2.2649 -1.5436 1.2368
H -0.953656 5.814260 0.859674 0.8383 -2.7696 -0.8923
H 1.695226 2.121403 1.192431 -2.1431 1.5711 -1.3617
H 2.154921 -0.951320 -1.341075 -0.4084 1.7816 1.5708
H 3.649096 0.900594 -1.777912 -0.8166 -0.3973 2.5256
H 4.247274 0.029007 -0.214055 -1.9267 1.7508 -0.7495
H 3.386736 1.806120 -0.144667 0.0011 -2.2486 -0.7033
H 1.005661 -0.018814 1.198167 1.0174 -0.8554 0.3398
H 3.566013 -0.830575 1.674896 -2.3705 -0.9411 -0.7985
H 2.962899 -2.426487 0.847395 -0.8323 1.9137 1.1196
H 1.539918 -3.042395 2.927422 0.7811 2.5180 0.3028
H 3.123459 -2.237114 3.563079 -2.1971 0.5325 -1.2507
H 0.674357 1.069210 3.477263 1.3348 -1.1541 0.8370
B -3.221027 2.451761 -5.486230 -0.2817 0.2843 -0.8727
F -4.054862 3.642717 -5.499475 1.0235 -1.4105 0.1782
F -3.754756 1.475988 -6.422443 0.6794 1.0834 1.2377
F -1.865349 2.805031 -5.874774 -1.3675 -0.4415 0.6207
F -3.209109 1.883397 -4.148079 0.2196 0.4366 -0.7693
```
Forces are in eV/Å.

The calculation puts the LUMO energy at -1.3 eV. As for the frontier orbital gap: 8.193 eV. The multiplicity is 1.

---

DFT (wB97M-V/def2-TZVPD) results for a cluster of 11 separate species, C22H66O11 in total at a distorted geometry.

Structure (XYZ):
```
99
Properties=species:S:1:pos:R:3:forces:R:3
C 5.193607 0.581257 1.231641 0.0169 -0.0265 -0.7025
C 4.794266 0.351802 -0.238106 -0.3228 1.2137 0.1185
O 3.651014 1.177831 -0.506917 0.8150 -0.5293 -0.3884
H 5.232605 1.631103 1.522153 0.1913 0.1687 -0.5899
H 6.170872 0.153097 1.454626 -0.1835 -0.3230 0.3304
H 4.360629 0.225600 1.838078 0.1855 -0.5898 0.3580
H 4.555185 -0.689237 -0.455335 -0.1176 -0.3311 0.1842
H 5.549156 0.580695 -0.990330 0.1727 0.3971 0.3010
H 3.039190 0.931177 0.190533 -0.7252 0.1320 0.1191
C -4.954753 -3.326342 1.302286 0.5154 -0.8833 0.6402
C -3.612092 -3.308150 0.513945 -2.6226 -1.1340 0.6286
O -3.233299 -2.003376 0.312035 1.0454 1.6258 -0.3792
H -5.596651 -2.467392 1.106645 0.1493 -0.0373 -0.2216
H -4.761251 -3.386506 2.373285 0.0692 0.4518 0.1957
H -5.510084 -4.249849 1.138509 -0.1051 0.0207 -0.3904
H -3.864313 -3.728471 -0.459606 0.6414 -0.7099 0.0243
H -2.862889 -3.854282 1.087133 0.1452 -0.0908 -0.4098
H -3.665989 -1.780181 -0.515345 0.1720 0.7307 0.0652
C 2.140095 -2.882319 -2.588720 -0.6370 0.5530 1.1503
C 1.697933 -2.916686 -4.030768 -0.4837 -1.3658 0.1277
O 2.721941 -2.392437 -4.778252 1.0160 1.8632 -1.3424
H 3.118865 -3.301465 -2.355417 -0.1352 -0.4989 -0.4481
H 1.379211 -3.208092 -1.879482 -0.0705 -0.7671 -0.0637
H 2.232105 -1.844602 -2.268120 0.1948 0.4204 -0.4740
H 0.750731 -2.400509 -4.187226 -0.0471 0.3139 0.2973
H 1.553935 -3.873303 -4.533003 -0.3872 -0.7799 1.0685
H 2.336951 -1.616540 -5.192224 0.6309 0.2979 -0.3290
C 5.529530 1.588064 -4.105164 0.5465 -0.3611 -0.7035
C 4.377240 0.590586 -4.078822 0.4882 0.1559 0.3470
O 3.172014 1.270910 -3.938142 -1.4184 0.1954 -0.1127
H 5.718377 2.190617 -3.216693 -0.2769 -0.4650 0.4502
H 5.384307 2.345023 -4.875888 -0.2640 -0.2126 -0.2513
H 6.438628 1.050402 -4.374547 0.2596 0.0920 0.1413
H 4.445666 -0.167790 -3.298895 0.4464 -0.0162 0.4417
H 4.310509 -0.026988 -4.974510 0.1698 0.4169 -0.3399
H 3.119139 1.614982 -3.043474 0.0394 0.0986 0.1936
C 4.278768 -4.364672 0.309865 -0.9181 0.4233 0.1928
C 3.968255 -2.950735 0.922951 -1.2725 -1.7845 0.2843
O 3.336173 -3.010373 2.206892 2.2031 -2.0715 -2.2412
H 5.190556 -4.787475 0.731751 -0.4452 -0.1986 0.3050
H 4.372078 -4.463988 -0.771579 0.4801 1.3223 -0.1823
H 3.369342 -4.962253 0.372597 0.1572 -0.3520 1.0241
H 3.382220 -2.193762 0.401742 -0.1513 0.1127 -0.6459
H 4.937110 -2.455618 0.988398 0.7428 0.7282 0.5874
H 2.898558 -2.176973 2.395438 -1.1060 2.0984 1.0984
C -3.849649 -0.841535 5.120542 -2.0278 0.8862 0.4984
C -3.848961 -0.245507 3.716646 -0.7431 -0.8647 1.6145
O -2.635342 -0.695659 3.280870 2.8256 -0.0698 -2.4970
H -3.225561 -0.346736 5.864711 0.2478 0.3297 -0.4007
H -3.545327 -1.888031 5.102170 -0.3739 0.0261 -0.1440
H -4.875123 -0.696386 5.460309 -0.1465 -0.5658 0.6652
H -4.004299 0.832322 3.669089 0.3528 0.1515 0.1214
H -4.591439 -0.700578 3.061120 -0.6351 0.1017 0.3771
H -2.850351 -1.322650 2.586419 0.5723 0.0410 -0.4123
C -0.724105 0.323213 -0.325114 0.0586 0.6709 -0.4017
C 0.735248 -0.104627 -0.505613 -1.4892 -1.5241 1.3654
O 1.401341 0.026320 0.792589 0.9059 0.7772 -0.9591
H -1.283032 0.251994 -1.258184 0.1621 0.0970 -0.2289
H -0.691038 1.371531 -0.028374 -0.1446 0.1761 -0.1294
H -1.364727 -0.163388 0.410349 0.6034 -0.5244 0.2165
H 1.193391 0.427838 -1.339083 0.4637 0.3869 0.6606
H 0.821690 -1.166879 -0.734207 -0.2566 -0.0575 -0.3875
H 1.207598 -0.719519 1.365122 -0.3264 0.0860 -0.2301
C -4.730452 1.449412 -1.253003 -0.2285 0.5385 -0.4395
C -4.633236 2.811504 -1.881351 -0.1524 0.6647 -0.6989
O -4.414554 2.762435 -3.305710 -0.6490 -0.1624 0.8252
H -5.133016 1.692011 -0.269550 0.7847 -0.8133 0.5367
H -3.782319 0.933724 -1.405375 -0.0025 -0.1911 0.8584
H -5.509780 0.854784 -1.729625 -0.0693 0.0588 -0.2652
H -3.848417 3.469857 -1.508884 0.2179 -0.4260 0.2834
H -5.555556 3.338434 -1.636866 -0.2052 0.2393 -0.3296
H -5.260407 2.463036 -3.647028 0.1177 -0.0409 -0.6154
C -3.304342 3.113751 1.461256 -0.1556 -1.7000 1.6623
C -2.897263 3.755759 2.783101 -0.4996 0.6464 -1.0024
O -3.378569 5.103081 2.634803 1.2648 0.1380 0.5398
H -4.364570 3.351447 1.374552 0.1251 0.0161 -0.6900
H -3.221362 2.045369 1.660668 -0.2909 -0.4651 -0.2422
H -2.686190 3.243426 0.572898 -0.1058 0.8563 0.2409
H -1.835477 3.616758 2.986531 0.3159 0.6341 -0.2195
H -3.382392 3.375844 3.682219 -0.3694 -0.6753 -0.2873
H -2.714949 5.647027 3.065295 -0.2259 0.5304 0.0407
C 0.435765 3.427658 -3.388900 -1.2851 -0.1349 0.5751
C -1.090838 3.422781 -2.959321 2.0202 0.5863 1.1729
O -1.959823 3.760489 -3.999539 0.5436 -0.6085 -0.3281
H 0.631818 2.567226 -4.028677 -0.1516 0.6727 -0.9731
H 1.210735 3.243209 -2.644926 -0.5997 0.0596 1.0465
H 0.665414 4.445502 -3.704108 0.0724 -0.3778 -0.9569
H -1.270368 4.163977 -2.180547 0.4980 0.3290 0.4042
H -1.329350 2.491012 -2.446458 -0.1655 -0.5764 -0.4087
H -2.779201 3.361434 -3.697929 -0.7630 0.1194 -0.7012
C 0.393040 -1.725986 4.755619 -1.1637 1.1055 0.1989
C 0.777479 -0.531152 3.895528 -0.3551 -2.6238 0.7273
O 2.111822 -0.943272 3.466215 0.6347 1.1419 -0.6653
H 0.964709 -1.745245 5.683486 0.2685 -0.4113 -0.2461
H 0.478981 -2.593933 4.101866 -0.0193 -0.3017 0.5882
H -0.642659 -1.551093 5.046888 -0.2316 -0.4803 -0.0046
H 0.701738 0.370495 4.503306 0.4965 0.3070 -0.6997
H 0.103810 -0.592587 3.040847 0.1728 0.8770 -0.0340
H 2.734028 -0.432675 3.989421 0.3024 0.0392 -0.0806
```
Forces are in eV/Å.

The calculation puts the LUMO energy (spin up / spin down) at -2.8 / -9.3 eV. For the energy relative to the best compared isomer or geometry (same formula, charge and spin), the calculation gives 386.0 kJ/mol. As for the expectation value of S²: 0.75. As for the frontier orbital gap (spin up / spin down): 8.269 / 1.720 eV. Its charge is +1. The multiplicity is 2.

---

DFT (wB97M-V/def2-TZVPD) results for the ion C10H15O3S with charge -1 at a distorted geometry.

Structure (XYZ):
```
29
Properties=species:S:1:pos:R:3:forces:R:3
C -1.390042 1.429711 0.008759 1.0692 -0.5577 -0.0098
C 0.883573 -0.849666 -1.110607 -1.1635 -0.8673 -0.7361
C -1.570008 0.069230 0.580213 -0.3622 -0.5498 0.0805
C 0.689115 -0.895665 1.462763 -0.5030 0.4307 -1.4206
C -0.132541 1.684390 0.951203 -2.4747 0.5838 0.9369
C 0.653729 -1.754149 0.148165 -1.4001 1.6097 -1.1330
C -0.408704 0.271271 1.533585 1.3257 -1.5525 2.4478
C -1.691355 2.188930 -1.211067 0.3222 3.0415 3.8227
C 1.251726 1.919530 0.402594 0.0072 1.6823 0.9227
C 1.683459 -2.867481 0.023431 -1.3375 0.2104 -3.4313
O -1.219033 -2.228679 -2.322378 1.4004 1.1868 -0.1848
O -2.496307 1.114004 0.820631 -0.5884 0.7873 1.2449
O 0.116920 -0.537434 -3.634663 -0.2788 -0.0881 -0.2315
S -0.065659 -1.247915 -2.369866 -0.0495 -0.4564 1.9398
H -2.014604 -0.894734 0.294394 0.3459 0.6618 -0.3811
H 0.503344 -1.609014 2.228107 -0.5975 -0.5665 1.0288
H 1.678204 -0.554143 1.698677 0.6862 0.6260 -0.1325
H -0.508474 2.461603 1.734900 0.9697 -0.9232 -1.3201
H -0.402992 -2.105116 0.187015 0.7575 -0.5535 -0.3756
H -0.652661 0.368282 2.671913 -0.1120 -0.3625 -1.9231
H -1.516161 3.290404 -0.922195 -0.3590 -1.2899 -0.4112
H -2.641352 2.120955 -1.571530 -2.8167 -0.4986 -0.6383
H -1.072338 2.015590 -1.957292 3.2053 -1.0406 -3.5012
H 1.675303 0.960162 0.155083 0.6968 -0.0857 0.2650
H 1.777406 2.581408 1.205542 -0.2580 -1.3900 -1.6217
H 1.240140 2.429899 -0.566750 -0.0521 0.3366 0.2630
H 2.592412 -2.330410 -0.231380 0.8037 -0.5133 1.0681
H 1.531855 -3.460867 -0.989065 -0.2037 1.1589 1.8950
H 1.505045 -3.570099 0.779816 0.9670 -1.0204 1.5369
```
Forces are in eV/Å.

As for the SMILES: C[C@H](C#S(=O)[O-])C[C@H]1[C@@H](C)[C@]2(C)O[C@H]12. The calculation puts the LUMO energy at 3.5 eV. For the energy relative to the best compared isomer or geometry (same formula, charge and spin), the calculation gives 583.9 kJ/mol. As for the frontier orbital gap: 7.475 eV. Its charge is -1. The multiplicity is 1.

---

DFT (wB97M-V/def2-TZVPD) results for a structure of composition C4H14N3SSn at a distorted geometry.

Structure (XYZ):
```
23
Properties=species:S:1:pos:R:3:forces:R:3
C -0.811701 0.946807 -3.683453 0.1554 1.6324 -1.2120
Sn 0.047590 0.538091 -1.579476 4.2903 0.9639 3.1204
N 1.067277 -1.475091 -2.388622 -0.3368 -2.1171 -1.2926
H -0.228321 1.806330 -0.477775 -1.8407 0.9855 0.4403
H 0.289709 1.346929 -3.138018 -1.1506 -0.8309 -1.1592
H -1.339419 1.906944 -3.745204 -0.1117 -0.5031 -0.5149
H -1.521988 0.154302 -3.411437 0.1491 -0.0402 0.2788
H -0.293519 0.617147 -4.602410 -0.4666 0.2910 0.3327
H 0.661984 -2.213017 -1.802435 0.3311 0.0298 -0.3795
H 2.079676 -1.474228 -2.242859 -0.3932 0.3059 -0.0477
H 0.889957 -1.721292 -3.374240 0.3009 -0.2232 0.4776
S -1.116806 -1.132896 -0.139455 -0.4244 -0.7141 1.0129
C -0.489199 -0.589124 1.412046 0.1760 0.4852 1.0806
N 0.756445 -0.737903 1.934242 -1.6244 0.4524 -0.8965
C 0.916671 0.042017 3.168275 0.8630 -0.1663 0.1243
C -0.481120 0.574059 3.433838 -0.7380 0.4472 0.4398
N -1.268356 0.032727 2.320504 0.9919 -0.4161 -1.0696
H 1.527493 -1.096620 1.403365 0.0661 -0.0578 -0.1907
H 1.640424 0.854136 3.009553 -0.1846 -0.3026 0.0415
H 1.272473 -0.592145 3.988257 -0.0318 0.0942 -0.2712
H -0.509308 1.675061 3.416775 -0.0697 -0.4196 0.0168
H -0.879528 0.223102 4.392313 0.0456 0.1099 -0.2390
H -2.210429 0.314669 2.106226 0.0032 -0.0065 -0.0924
```
Forces are in eV/Å.

The calculation puts the LUMO energy (spin up / spin down) at -3.8 / -3.8 eV. As for the frontier orbital gap (spin up / spin down): 5.307 / 5.307 eV. Its charge is +1. The multiplicity is 1.

---

DFT (wB97M-V/def2-TZVPD) results for a cluster of 2 separate species, C3H10NS in total at a distorted geometry.

Structure (XYZ):
```
15
Properties=species:S:1:pos:R:3:forces:R:3
C 0.819440 2.625005 -0.612409 -0.1243 1.0065 -1.4606
S -0.411417 1.405352 -1.257218 0.3489 0.5843 0.1693
H 1.869286 2.358994 -0.879840 -0.6427 0.0915 0.2415
H 0.592803 3.615283 -1.141929 0.4843 -1.0703 0.8449
H 0.760041 2.800652 0.463668 -0.0422 -0.1126 0.0140
C 0.452283 -1.130602 1.241153 0.4666 -0.5666 0.4612
N 0.163591 -1.465671 -0.156670 -0.3320 0.2576 0.2179
C -1.281088 -1.581122 -0.393371 -0.4097 0.0712 0.3243
H 0.078471 -0.122191 1.563606 0.2288 -0.6080 -0.3415
H -0.009038 -1.904146 1.915275 0.3092 0.6095 -0.5143
H 1.569770 -1.198742 1.413636 -1.1435 0.2603 -0.1487
H 0.379945 -0.609373 -0.709290 0.1335 -0.3359 0.3456
H -1.704335 -2.543714 0.005512 0.4130 0.7416 -0.2375
H -1.431287 -1.548668 -1.484346 -0.0861 -0.1120 0.3708
H -1.848458 -0.701052 0.032223 0.3963 -0.8171 -0.2869
```
Forces are in eV/Å.

The calculation puts the LUMO energy at 4.3 eV. For the energy relative to the best compared isomer or geometry (same formula, charge and spin), the calculation gives 110.3 kJ/mol. As for the frontier orbital gap: 6.761 eV. Its charge is -1. The multiplicity is 1.

---

DFT (wB97M-V/def2-TZVPD) results for the ion CH9N4 with charge +1 at a distorted geometry.

Structure (XYZ):
```
14
Properties=species:S:1:pos:R:3:forces:R:3
C -1.102655 0.869130 -0.096665 -2.3863 -0.2119 -0.1428
N -1.248865 -0.728768 -0.236377 -0.9859 -0.9532 3.0812
N 1.432648 -0.916495 0.120301 0.1693 0.7922 4.6869
N 0.178585 1.055594 0.332794 3.3792 0.3289 0.7421
N 1.046385 0.353009 -0.491949 5.4823 2.0085 -2.3551
H -1.253630 1.303916 -1.134392 0.1165 -0.9439 1.1268
H -1.890618 1.314434 0.586402 1.0192 -0.7937 -0.6825
H -1.795483 -1.270613 0.564819 1.1711 1.9041 -1.7535
H -0.210677 -1.128016 -0.098411 -1.1796 0.1861 -0.7808
H 1.683799 -0.625166 1.205683 -0.5393 -1.4185 -3.2333
H 2.262574 -1.470009 -0.203831 -0.9800 1.3544 -0.4550
H 0.584159 1.267360 1.265591 -1.4115 -0.1325 -0.6659
H 2.072271 0.953388 -0.747327 -4.1015 -1.8555 1.1642
H -1.758495 -0.977770 -1.066635 0.2464 -0.2649 -0.7323
```
Forces are in eV/Å.

As for the SMILES: NNNC[NH3+]. The calculation puts the LUMO energy at -3.1 eV. For the energy relative to the best compared isomer or geometry (same formula, charge and spin), the calculation gives 510.0 kJ/mol. As for the frontier orbital gap: 10.895 eV. Its charge is +1. The multiplicity is 1.